ORCA calculation (ωB97M-V/def2-TZVPD) on a 2-piece molecular cluster, C7H14 overall.

The geometry in XYZ format:
```
21
Properties=species:S:1:pos:R:3:forces:R:3:mulliken_charge:R:1
C 2.1152 -0.5809 0.8221 -0.04 0.01 0.05 -0.8962
C 2.1645 -1.0707 -0.5972 -0.09 -0.11 -0.09 0.0890
C 1.1476 -1.6452 -1.2329 0.12 0.06 0.07 -0.7121
C -1.9550 0.0625 -0.2954 0.09 0.14 -0.11 -0.1697
C -2.3146 -0.0488 1.1589 0.03 0.04 0.07 -1.1251
C -1.0701 0.8921 -0.8502 -0.17 -0.11 0.03 -0.0738
C -0.2180 1.9182 -0.1612 0.03 0.01 0.08 -1.0821
H 1.0847 -0.5529 1.1936 0.15 -0.04 -0.06 0.1394
H 2.6994 -1.2358 1.4810 -0.07 0.10 -0.10 0.3434
H 2.5415 0.4252 0.9133 -0.07 -0.15 -0.03 0.2721
H 3.1156 -0.9523 -1.1177 -0.12 -0.03 0.06 0.2975
H 1.2373 -1.9967 -2.2575 0.04 0.06 0.15 0.2554
H 0.1804 -1.7716 -0.7520 0.17 0.02 -0.06 0.2150
H -2.4893 -0.6180 -0.9597 0.08 0.11 0.08 0.3841
H -1.6480 0.5325 1.8026 -0.11 -0.08 -0.10 0.2632
H -3.3380 0.3060 1.3345 0.14 -0.06 -0.03 0.3299
H -2.2793 -1.0935 1.4902 0.00 0.14 -0.05 0.2855
H -0.9333 0.8310 -1.9300 -0.05 0.00 0.15 0.3621
H 0.8199 1.8437 -0.5073 -0.16 0.01 0.05 0.2333
H -0.2194 1.8095 0.9275 -0.01 0.03 -0.17 0.2582
H -0.5648 2.9326 -0.3957 0.05 -0.14 0.01 0.3310
```
Positions in Å, forces in eV/Å.

## Properties
HOMO ... -9.01 eV
Charge ... 0
SMILES ... C/C=C\C.C=CC
Kohn-Sham gap ... 10.142 eV
Calculated total energy ... -275.0591 hartree

ORCA calculation (ωB97M-V/def2-TZVPD) on a 3-piece molecular cluster, C3H12NO4 overall in a non-equilibrium geometry.

The geometry in XYZ format:
```
20
Properties=species:S:1:pos:R:3:forces:R:3:mulliken_charge:R:1
O -0.0594 -0.8880 -1.5843 -0.50 0.12 0.41 -0.5308
C -0.1338 0.2191 -1.1418 -0.78 2.03 -1.69 0.4608
O 0.3157 1.3876 -1.7434 -0.41 -1.34 0.77 -0.4761
C -0.9112 0.6777 0.1063 -1.05 0.06 1.97 0.3502
C -2.4812 0.8349 0.0531 1.36 -1.51 -2.22 -1.3942
N -0.6286 -0.3469 1.2223 0.41 0.24 -1.03 -0.5028
H 0.9005 1.2382 -2.5060 -0.35 -0.40 0.12 0.3697
H -0.4476 1.6668 0.4218 -0.57 -1.38 -0.16 0.2657
H -2.6458 1.7679 -0.4273 -0.71 0.66 -0.38 0.3827
H -2.9928 0.0002 -0.4764 0.78 0.56 -0.53 0.3570
H -3.0271 0.7290 0.9471 0.13 0.63 1.86 0.4427
H -0.8550 -1.3700 0.8771 -0.10 2.56 1.02 0.4067
H -1.1459 -0.0151 2.1766 1.93 -1.50 -2.91 0.3890
H 0.4838 -0.3941 1.2618 -2.68 0.01 0.93 0.4714
H 1.9341 -0.7048 2.8747 -0.09 -0.30 0.11 0.3062
H 1.1859 -2.0055 2.7032 0.62 -4.25 0.71 0.2640
O 1.1059 -1.1186 2.5903 0.99 3.84 0.42 -0.5624
H 2.9052 -0.1108 -0.7083 2.10 0.65 -0.49 0.2663
H 1.9670 -1.2584 -0.5379 -0.06 -0.70 -0.29 0.3075
O 2.0498 -0.3191 -0.4211 -1.01 0.02 1.40 -0.5736
```
Positions in Å, forces in eV/Å.

## Properties
HOMO ... -14.69 eV
Charge ... +1
Kohn-Sham gap ... 11.348 eV
Calculated total energy ... -476.9456 hartree

ORCA calculation (ωB97M-V/def2-TZVPD) on the molecule C4H4N2O2 in a non-equilibrium geometry.

The geometry in XYZ format:
```
12
Properties=species:S:1:pos:R:3:forces:R:3:mulliken_charge:R:1
C 0.3784 1.7895 -1.0761 0.60 1.35 0.43 -0.1225
C 0.0831 0.6187 -0.3136 0.18 -1.85 0.74 0.6705
C 0.9046 -0.0472 0.5373 -0.21 0.24 0.10 -0.3848
C -1.4350 -1.1130 -0.0639 0.25 -0.13 0.66 0.0585
H 1.4363 2.1657 -0.8960 -0.73 -0.16 -0.50 0.2116
H 1.9622 0.2453 0.7158 -1.00 -0.19 -0.22 0.2916
H 1.0799 -1.7895 1.6275 -0.52 0.43 -0.22 0.2787
H -2.3736 -1.5364 -0.3963 0.16 0.00 -0.27 0.3978
N 0.3834 -1.1085 1.3115 0.92 0.41 -0.78 -0.1014
N -0.7266 -1.7795 0.7510 -0.26 0.19 -0.15 -0.4807
O -0.4686 2.3988 -1.6920 0.69 -0.19 -0.14 -0.4844
O -1.2241 0.1560 -0.5053 -0.09 -0.10 0.35 -0.3350
```
Positions in Å, forces in eV/Å.

## Properties
HOMO ... -8.45 eV
Charge ... 0
SMILES ... O=CC1=CNN=CO1
Kohn-Sham gap ... 8.484 eV
Calculated total energy ... -414.7368 hartree

ORCA calculation (ωB97M-V/def2-TZVPD) on an isolated ion of composition C5H9N2O5 and charge -1 in a non-equilibrium geometry.

The geometry in XYZ format:
```
21
Properties=species:S:1:pos:R:3:forces:R:3:mulliken_charge:R:1
C 1.1874 0.3493 -0.4924 0.33 0.86 -0.18 0.6586
C 3.6810 -0.2489 -0.0835 -0.35 -2.07 1.17 -1.2392
C -3.2302 0.0350 -0.3402 -2.37 0.33 0.18 -0.4164
C -1.7956 0.3167 -0.3938 0.63 -1.04 -1.62 -0.0497
C 2.5209 0.6675 0.2175 1.64 1.23 0.32 0.5748
N 0.1956 1.0355 0.4135 1.10 -1.08 -0.26 -0.3994
N -1.1273 1.0656 0.4042 -0.99 -0.30 -0.21 0.6144
O 1.2987 1.3123 -1.6502 -0.06 0.22 -0.30 -0.5564
O -1.6443 1.8488 1.3035 -0.18 -0.09 0.20 -0.8702
O 1.0617 -0.8524 -0.8336 -0.84 -0.93 -0.17 -0.8072
O -3.9678 0.8412 0.5516 1.60 1.08 2.09 -0.6386
O 2.7020 1.6325 0.9357 -0.34 -0.17 0.12 -0.6352
H 4.0085 -0.3791 -1.0568 -0.82 -0.18 -2.86 0.3667
H 4.7025 -0.0838 0.2280 -0.14 0.94 1.77 0.3932
H 3.3565 -1.2752 0.2282 0.34 0.74 -0.21 0.2434
H -3.8311 0.1294 -1.2666 1.08 0.16 -0.43 0.2338
H -3.4378 -1.0128 -0.0975 0.57 -0.39 0.28 0.1496
H -1.1878 -0.2665 -1.0948 -0.08 0.25 0.41 0.3654
H 0.5323 1.8110 0.9009 0.70 1.31 0.77 0.2611
H -3.2380 1.2682 1.1798 -1.55 -0.65 -1.51 0.4455
H 1.7067 0.8310 -2.3867 -0.26 -0.20 0.44 0.3057
```
Positions in Å, forces in eV/Å.

## Properties
HOMO ... -4.67 eV
Charge ... -1
SMILES ... CC(=O)[C@]([O-])(O)N/[N+]([O-])=C/CO
Kohn-Sham gap ... 8.309 eV
Calculated total energy ... -681.5544 hartree

ORCA calculation (ωB97M-V/def2-TZVPD) on the molecule C4H6Cl2 in a non-equilibrium geometry.

The geometry in XYZ format:
```
12
Properties=species:S:1:pos:R:3:forces:R:3:mulliken_charge:R:1
C 0.5619 1.6790 0.6534 0.55 2.69 -2.15 -1.0664
C 0.5083 0.5118 -0.3221 0.12 -0.32 -0.08 0.2067
C -0.5989 -0.4490 0.0071 1.55 -2.12 1.30 0.2649
C -0.4332 -1.6642 0.6006 -0.79 3.03 -1.22 -0.8320
H 1.2131 2.5453 0.1761 -1.17 -1.78 0.87 0.2657
H -0.4467 2.1379 0.7544 0.67 -0.50 0.38 0.3179
H 1.0700 1.4151 1.5576 -0.23 -0.25 0.69 0.3304
H 0.4699 0.8238 -1.3560 -0.39 0.33 -0.17 0.3161
H -1.3105 -2.0133 1.0724 -0.65 -1.14 0.16 0.2617
H 0.5195 -2.1177 0.6450 0.61 -0.38 0.38 0.3286
Cl 2.0468 -0.3607 -0.2482 0.86 -0.15 -0.07 -0.2153
Cl -2.1494 0.1692 -0.2508 -1.14 0.61 -0.09 -0.1782
```
Positions in Å, forces in eV/Å.

## Properties
HOMO ... -9.53 eV
Charge ... 0
SMILES ... C=C(Cl)[C@@H](C)Cl
Kohn-Sham gap ... 10.381 eV
Calculated total energy ... -1076.3647 hartree

ORCA calculation (ωB97M-V/def2-TZVPD) on the molecule C5H6O2.

The geometry in XYZ format:
```
13
Properties=species:S:1:pos:R:3:forces:R:3:mulliken_charge:R:1
O -0.1481 -1.3487 -2.2117 0.35 -0.01 0.15 -0.5248
C -0.9188 -1.0932 -1.0603 -0.13 0.14 0.36 -0.4816
C -0.2798 -0.1230 -0.0630 0.15 0.20 0.40 0.3341
C -0.7399 0.5520 0.9534 0.00 0.20 0.09 0.1297
C -0.4644 1.3781 1.9428 -0.50 -0.01 0.08 -0.7117
C 1.1849 0.3623 0.2634 0.38 -0.63 -0.54 -0.0435
O 1.9891 -0.2456 0.9217 -0.32 -0.06 -0.77 -0.4841
H 0.5958 -1.9104 -1.9639 -0.05 0.07 -0.07 0.3231
H -1.1956 -2.0299 -0.5523 0.18 0.19 0.00 0.2490
H -1.8561 -0.6619 -1.4343 0.25 0.06 0.25 0.2847
H -0.0611 0.9932 2.8774 -0.29 0.09 -0.03 0.2777
H -0.5830 2.4497 1.8282 -0.17 -0.03 0.10 0.2853
H 1.3335 1.4158 -0.0464 0.14 -0.21 -0.01 0.3619
```
Positions in Å, forces in eV/Å.

## Properties
HOMO ... -9.55 eV
Charge ... 0
SMILES ... C=C=C(C=O)CO
Kohn-Sham gap ... 9.991 eV
Calculated total energy ... -344.4718 hartree

ORCA calculation (ωB97M-V/def2-TZVPD) on C14H25ClN3O3PPd as an isolated structure in a non-equilibrium geometry.

The geometry in XYZ format:
```
48
Properties=species:S:1:pos:R:3:forces:R:3:mulliken_charge:R:1
Cl -1.3454 0.4144 -3.9647 0.02 0.13 -0.28 -0.0298
C -4.8894 2.1862 -0.0031 0.69 -0.06 -1.18 -0.3776
C -5.1492 1.2767 1.0616 0.46 -1.30 0.39 -0.1830
C -4.4944 0.0365 0.7730 -0.23 0.25 -0.39 -0.7528
H -5.7631 1.4646 1.9404 0.23 0.05 -0.24 0.4943
C -3.8691 0.1502 -0.5317 -0.72 0.30 0.48 0.6480
C -4.0615 1.5234 -0.9618 -1.03 -0.24 0.23 -0.7141
H -3.7052 1.8719 -1.9290 -0.21 0.19 0.31 0.6280
H -5.2722 3.1998 -0.0894 0.17 -0.23 0.10 0.5022
H -4.5017 -0.8995 1.3333 -0.27 0.46 -0.05 0.5626
C -3.2836 -0.9575 -1.3212 0.19 -0.02 -0.29 -0.8504
Pd -2.5186 1.2740 0.8245 -1.21 0.19 0.02 0.3044
C -1.3732 0.0350 1.8580 0.55 -1.20 2.92 0.3659
C -1.4925 2.5112 -0.2544 2.88 3.07 -1.82 0.2119
O -0.8427 -0.5538 2.6844 -0.70 0.82 -1.29 -0.2711
O -0.8177 3.2093 -0.8751 -1.77 -1.97 1.44 -0.2377
H -2.6916 -1.6123 -0.6767 -0.11 -0.05 -0.09 0.2049
H -2.6436 -0.5765 -2.1293 -0.32 -0.21 0.40 -0.0520
H -4.0906 -1.5515 -1.7787 0.19 0.11 0.14 0.3772
C 3.2453 -0.2341 2.2261 0.08 -0.83 -0.12 -0.8368
N 2.1097 0.3436 1.5146 1.15 1.65 2.36 0.5002
C 1.6966 1.6522 2.0218 -0.61 0.19 -0.52 -0.7048
P 1.4066 -0.3140 0.1526 -1.11 -3.00 -3.77 -0.0878
O -0.0872 -0.2241 0.1351 1.84 0.19 -0.29 -0.0748
N 2.1104 0.4057 -1.1621 -0.19 -0.10 1.41 0.3080
C 1.4819 0.5073 -2.4747 -0.52 0.20 -0.44 0.0223
C 3.5282 0.7289 -1.1383 0.72 -0.03 -0.05 -0.8710
N 2.0183 -1.8905 0.2578 -0.89 1.11 0.06 -0.1092
C 2.3151 -2.6230 -0.9689 0.22 -0.09 -0.63 -0.8771
C 1.3038 -2.7714 1.1990 0.27 -0.33 0.25 -0.8372
H 2.9740 -0.4398 3.2756 -0.05 0.36 -0.22 0.3713
H 4.0959 0.4649 2.2168 -0.28 0.05 0.02 0.4069
H 3.5484 -1.1741 1.7506 -0.12 0.43 0.12 0.2904
H 2.5111 2.3792 1.8823 -0.04 -0.23 0.08 0.3915
H 0.8046 2.0160 1.4892 0.37 -0.24 0.13 0.0548
H 1.4655 1.5853 3.0928 0.19 -0.12 -0.13 0.3675
H 1.7495 1.4803 -2.9172 -0.12 -0.39 0.12 0.4756
H 1.8134 -0.3052 -3.1452 -0.04 0.29 0.28 0.4440
H 0.3784 0.4601 -2.4099 0.51 -0.03 0.28 -0.9182
H 4.1691 -0.1545 -1.2952 -0.17 0.24 0.01 0.2873
H 3.8053 1.2008 -0.1881 0.06 -0.04 -0.29 0.2649
H 3.7325 1.4400 -1.9466 0.02 -0.10 0.28 0.4261
H 2.9608 -2.0337 -1.6346 -0.22 -0.25 0.21 0.2617
H 2.8507 -3.5387 -0.6749 -0.13 0.32 -0.22 0.3735
H 1.4005 -2.9173 -1.5136 0.29 0.08 0.17 0.2869
H 1.9516 -3.6462 1.3655 -0.33 0.27 0.12 0.3790
H 1.1164 -2.2779 2.1609 -0.01 -0.10 -0.22 0.2922
H 0.3490 -3.1222 0.7684 0.29 0.21 0.21 0.2820
```
Positions in Å, forces in eV/Å.

## Properties
HOMO (alpha / beta) ... -13.68 / -15.67 eV
Charge ... +2
Multiplicity ... 5
<S²> ... 6.0210
Kohn-Sham gap (alpha / beta) ... 8.126 / 4.993 eV
Calculated total energy ... -1867.1581 hartree

ORCA calculation (ωB97M-V/def2-TZVPD) on C10H19GdN2 as an isolated structure in a non-equilibrium geometry.

The geometry in XYZ format:
```
32
Properties=species:S:1:pos:R:3:forces:R:3:mulliken_charge:R:1
C -3.2607 2.2364 -1.1153 0.05 -0.17 0.79 -0.5442
C -2.2857 3.1395 -1.0653 0.17 -0.05 0.64 -0.5356
H -3.9489 2.1078 -0.2496 0.40 -0.03 -1.00 0.2645
H -3.3311 1.6119 -2.0055 -0.47 0.08 0.26 0.2848
H -1.6267 3.2210 -1.9300 0.00 0.39 0.32 0.2885
H -2.1380 3.7713 -0.1607 -0.04 -0.35 -1.01 0.2657
Gd 0.5478 -0.9690 -0.7664 -3.72 1.85 6.48 1.3002
C 0.5634 -2.1732 -2.7934 1.14 0.77 -1.48 -0.5658
C 0.2122 -0.8459 -3.2593 1.49 -0.52 0.30 -0.4666
C 2.3231 -0.7157 -2.2229 0.22 0.23 -2.18 -0.2939
C 1.8673 -2.1104 -2.1452 0.76 -0.29 -2.21 -0.3966
H -0.7350 -0.5260 -3.7099 0.46 -0.34 0.11 0.4457
H 1.3383 1.1252 -3.1490 0.00 -0.45 0.15 0.4373
H 3.3207 -0.3639 -1.8989 -0.78 -0.18 -0.20 0.5389
C 1.3004 0.0538 -2.9298 0.61 -1.70 0.12 -0.3515
H 2.4895 -2.9605 -1.7869 -0.64 0.68 -0.27 0.4584
H -0.0142 -3.0854 -2.9134 -0.02 0.18 0.05 0.4540
N -0.6897 -1.6651 1.4934 0.18 -0.26 -0.25 -0.5755
C -1.0943 -0.6157 2.5242 0.11 -1.25 0.03 -0.6180
C 0.1777 -0.1377 3.2266 0.25 0.52 -0.04 -0.4806
C 0.9519 0.9151 2.4009 0.92 -0.14 0.22 -0.6324
N 1.7111 0.2432 1.1718 -0.20 1.18 0.29 -0.5832
H -0.0845 -2.3427 1.9895 -0.57 0.32 -0.29 0.2734
H -1.5120 -2.2007 1.1923 0.14 0.14 0.40 0.3265
H -1.6718 0.1693 2.0043 0.38 -0.19 0.38 0.3498
H -1.7458 -1.1193 3.2640 0.17 0.42 -0.40 0.3755
H -0.0964 0.2835 4.2266 0.29 -0.15 -0.88 0.3353
H 0.8736 -0.9947 3.4440 -0.71 0.61 -0.12 0.2768
H 0.2895 1.7288 2.0071 0.53 -0.87 0.14 0.3604
H 1.7078 1.4175 3.0774 -0.64 -0.59 -1.00 0.3495
H 2.5722 -0.2601 1.5013 -0.91 1.00 -0.29 0.2932
H 1.9881 1.0615 0.5784 0.45 -0.84 0.93 0.3654
```
Positions in Å, forces in eV/Å.

## Properties
HOMO (alpha / beta) ... -15.67 / -15.67 eV
Charge ... +2
Multiplicity ... 8
<S²> ... 15.9647
Kohn-Sham gap (alpha / beta) ... 5.402 / 7.800 eV
Calculated total energy ... -1266.9182 hartree

ORCA calculation (ωB97M-V/def2-TZVPD) on the molecule C6H10OS.

The geometry in XYZ format:
```
18
Properties=species:S:1:pos:R:3:forces:R:3:mulliken_charge:R:1
C 1.4259 -1.1260 0.3561 -0.07 0.05 -0.11 -0.4374
C 0.1661 -1.5872 0.2708 -0.07 -0.71 0.01 -0.1837
C -1.5139 0.0151 -0.6566 0.52 0.39 -0.06 -0.0586
C 2.0821 0.1769 0.2741 -0.43 0.65 -0.24 0.7616
C -2.9764 0.2417 -0.3202 0.38 -0.18 -0.02 -1.2351
C 1.5782 1.3214 0.7365 0.00 -0.18 -0.01 -1.0012
O -1.0928 -1.1672 0.0227 0.02 0.13 0.20 -0.3333
S 3.6838 0.0975 -0.4894 -0.12 -0.30 -0.05 -0.2322
H 2.1443 -1.9164 0.5422 -0.17 -0.21 0.06 0.2748
H 0.0675 -2.6508 0.4814 0.13 0.08 -0.02 0.2914
H -1.3818 -0.1378 -1.7359 0.05 0.02 0.17 0.2663
H -3.5675 -0.6097 -0.6473 -0.10 -0.04 -0.02 0.2999
H -3.3344 1.1383 -0.8196 -0.05 0.07 -0.05 0.3832
H -3.1001 0.3574 0.7534 -0.04 0.05 0.08 0.3098
H 0.6322 1.3337 1.2477 -0.21 -0.05 0.12 0.3691
H -0.8983 0.8724 -0.3572 -0.07 -0.13 -0.05 0.1951
H 2.1078 2.2554 0.6659 0.10 0.17 -0.05 0.2134
H 3.9774 1.3854 -0.3248 0.09 0.17 0.04 0.1168
```
Positions in Å, forces in eV/Å.

## Properties
HOMO ... -8.33 eV
Charge ... 0
SMILES ... C=C(S)/C=C\OCC
Kohn-Sham gap ... 9.214 eV
Calculated total energy ... -707.9734 hartree